No. 1
Molecular formula: C25H14Cl3N4O4P
Method: DFT, ωB97M-V with the def2-TZVPD basis set

Summary:
2S+1: 1
ΔE to the lowest compared entry with this formula, charge and spin: 23.55 kJ/mol

Element x y z (Å)
N: 4.82 0.56 4.76
C: 3.92 0.53 4.02
C: 2.79 0.50 3.14
C: 1.98 1.59 2.76
C: 0.73 1.36 2.19
N: -0.28 2.31 2.53
O: 0.08 3.46 2.91
O: -1.49 1.97 2.47
C: 0.22 0.02 1.66
C: 1.23 -1.03 2.03
N: 1.01 -2.39 2.04
O: 0.19 -3.16 1.55
O: 2.17 -2.93 2.77
N: 2.99 -1.92 3.25
C: 2.38 -0.79 2.77
H: 2.29 2.60 3.03
H: -0.72 -0.23 2.18
Cl: 3.14 -4.05 -3.48
C: 2.21 -2.95 -2.56
C: 2.86 -2.01 -1.75
C: 2.10 -1.12 -0.98
C: 0.70 -1.17 -1.03
P: -0.27 0.03 -0.07
C: -0.16 1.62 -0.94
C: -0.91 2.71 -0.45
C: -0.91 3.94 -1.11
C: -0.22 4.06 -2.32
Cl: -0.26 5.54 -3.16
C: 0.48 2.96 -2.85
C: 0.53 1.76 -2.15
C: -2.02 -0.47 -0.20
C: -2.51 -1.53 0.59
C: -3.79 -2.04 0.37
C: -4.60 -1.47 -0.62
Cl: -6.17 -2.11 -0.91
C: -4.14 -0.40 -1.39
C: -2.86 0.11 -1.16
C: 0.06 -2.10 -1.86
C: 0.82 -3.00 -2.62
H: 3.94 -1.97 -1.73
H: 2.60 -0.40 -0.34
H: -1.52 2.59 0.43
H: -1.45 4.78 -0.69
H: 0.98 3.06 -3.81
H: 1.08 0.91 -2.55
H: -1.88 -1.98 1.35
H: -4.15 -2.87 0.96
H: -4.78 0.04 -2.15
H: -2.51 0.95 -1.76
H: -1.02 -2.14 -1.90
H: 0.32 -3.72 -3.26

natural (NBO) population analysis, charges in e, atoms 1 to 4:
1. N -0.322
2. C 0.280
3. C -0.316
4. C -0.057

No. 2
Molecular formula: C25H14Co2O6S
Method: DFT, ωB97M-V with the def2-TZVPD basis set

Summary:
2S+1: 1
ΔE to the lowest compared entry with this formula, charge and spin: 0.00 kJ/mol

Element x y z (Å)
O: 1.76 0.50 3.14
C: 0.92 -0.27 2.96
Co: -0.36 -1.43 2.77
C: 0.68 -2.87 2.81
O: 1.37 -3.79 2.91
C: -0.87 -1.34 4.46
O: -1.07 -1.30 5.60
C: -1.52 -0.18 1.60
C: -1.57 1.27 1.94
C: -1.89 1.73 3.23
C: -2.04 3.10 3.48
C: -1.90 4.02 2.44
C: -1.56 3.59 1.16
C: -1.38 2.23 0.92
C: -1.77 -0.79 0.41
C: -1.60 -0.62 -1.04
Co: -2.52 -1.70 1.71
C: -3.34 -1.39 3.24
O: -3.93 -1.24 4.22
C: -1.81 -3.33 2.23
O: -1.80 -4.46 2.48
C: -4.04 -2.20 0.99
O: -5.12 -2.52 0.70
H: -2.04 1.01 4.03
H: -2.28 3.42 4.50
H: -2.04 5.08 2.64
H: -1.44 4.30 0.33
H: -1.12 1.89 -0.09
H: -2.57 -0.73 -1.56
H: -1.10 0.30 -1.37
C: 3.43 1.89 -4.89
C: 2.19 1.39 -4.53
C: 2.07 0.25 -3.70
C: 3.28 -0.48 -3.40
C: 4.52 0.02 -3.82
C: 4.61 1.22 -4.52
C: 3.18 -1.69 -2.67
C: 1.98 -2.09 -2.09
C: 0.79 -1.34 -2.32
S: -0.66 -2.04 -1.63
C: 0.84 -0.21 -3.15
H: 3.50 2.80 -5.50
H: 1.27 1.86 -4.88
H: 5.42 -0.55 -3.58
H: 5.59 1.62 -4.80
H: 4.07 -2.31 -2.54
H: 1.92 -2.97 -1.45
H: -0.07 0.34 -3.37

natural (NBO) population analysis, charges in e, atoms 1 to 4:
1. O -0.481
2. C 0.613
3. Co -0.011
4. C 0.511

No. 3
Molecular formula: C25H15BBrCl24NO5
Method: DFT, ωB97M-V with the def2-TZVPD basis set

Summary:
SMILES: CN(C)B(O)c1c(OC(=O)c2ccccc2)ccc2c1C(=O)C(Br)=CC2=O.ClC(Cl)(Cl)Cl.ClC(Cl)(Cl)Cl.ClC(Cl)(Cl)Cl.ClC(Cl)(Cl)Cl.ClC(Cl)(Cl)Cl.ClC(Cl)(Cl)Cl
2S+1: 1

Element x y z (Å)
C: -1.30 -2.42 0.63
N: -0.01 -2.80 -0.04
C: -0.06 -4.30 -0.09
B: -0.06 -2.28 -1.43
O: -0.52 -3.02 -2.55
C: 0.47 -0.77 -1.73
C: -0.32 0.19 -2.56
O: -1.57 -0.21 -3.12
C: -2.54 -0.04 -2.09
O: -2.29 0.66 -1.14
C: -3.91 -0.77 -2.12
C: -4.44 -1.25 -0.82
C: -5.72 -1.96 -0.75
C: -6.53 -2.21 -1.98
C: -5.96 -1.73 -3.26
C: -4.68 -1.02 -3.36
C: 0.14 1.56 -2.84
C: 1.41 2.08 -2.27
C: 2.18 1.15 -1.42
C: 1.74 -0.26 -1.16
C: 2.67 -1.11 -0.23
O: 2.91 -2.28 -0.38
C: 3.37 -0.29 0.93
Br: 3.58 -1.19 2.64
C: 3.79 0.99 0.68
C: 3.52 1.63 -0.74
O: 4.30 2.39 -1.26
H: -2.17 -2.74 -0.02
H: -1.29 -1.30 0.79
H: -1.39 -3.00 1.60
H: 0.00 -4.66 0.99
H: 0.74 -4.74 -0.74
H: -1.04 -4.69 -0.49
H: 0.24 -3.44 -3.00
H: -3.86 -1.10 0.13
H: -6.16 -2.37 0.21
H: -7.50 -2.76 -1.94
H: -6.59 -1.93 -4.17
H: -4.23 -0.67 -4.32
H: -0.44 2.28 -3.49
H: 1.73 3.12 -2.50
H: 4.28 1.58 1.50
Cl: -3.57 0.25 2.33
C: -4.85 1.16 3.15
Cl: -4.11 2.45 4.13
Cl: -5.94 1.88 1.95
Cl: -5.76 0.07 4.21
Cl: 0.93 -2.90 4.42
C: -0.02 -1.55 5.07
Cl: 1.07 -0.21 5.50
Cl: -1.17 -1.00 3.84
Cl: -0.90 -2.08 6.50
Cl: 0.92 -0.26 8.69
C: 0.51 -0.84 10.31
Cl: -0.36 0.43 11.19
Cl: -0.53 -2.27 10.18
Cl: 1.99 -1.25 11.19
Cl: 6.88 3.50 -3.06
C: 7.72 2.09 -2.40
Cl: 6.62 0.71 -2.35
Cl: 9.12 1.70 -3.42
Cl: 8.28 2.46 -0.76
Cl: -5.82 1.11 -6.32
C: -4.20 1.67 -6.81
Cl: -4.17 3.45 -6.78
Cl: -2.99 1.04 -5.68
Cl: -3.84 1.10 -8.45
Cl: 7.50 8.09 -0.19
C: 8.34 6.60 0.26
Cl: 9.61 6.25 -0.93
Cl: 9.07 6.78 1.87
Cl: 7.18 5.25 0.29

Mulliken population analysis, charges in e, atoms 1 to 4:
1. C -0.912
2. N 0.011
3. C -1.002
4. B 0.883

No. 4
Molecular formula: C25H15Br2F3N2O10RhS
Method: DFT, ωB97M-V with the def2-TZVPD basis set

Summary:
Charge: -1
2S+1: 1
ΔE to the lowest compared entry with this formula, charge and spin: 93.51 kJ/mol

Element x y z (Å)
Rh: -0.90 -0.10 -0.91
C: -0.03 -4.19 -0.15
C: -0.41 -2.78 0.17
O: -1.10 -2.18 -0.68
C: 0.00 -2.17 1.43
C: 0.91 -2.81 2.29
C: 1.33 -2.21 3.45
C: 0.85 -0.93 3.77
C: -0.06 -0.29 2.96
C: -0.53 -0.91 1.78
O: -1.47 -0.35 1.06
H: -0.63 -4.52 -1.00
H: -0.17 -4.86 0.70
H: 1.01 -4.17 -0.46
H: 1.30 -3.79 2.03
H: 2.03 -2.71 4.10
H: 1.22 -0.43 4.66
H: -0.44 0.70 3.17
Br: -0.76 0.66 -5.89
C: -2.12 1.06 -4.65
C: -3.15 1.95 -5.01
C: -4.13 2.27 -4.11
Br: -5.49 3.49 -4.64
C: -4.14 1.72 -2.81
C: -5.06 2.01 -1.79
C: -4.90 1.46 -0.55
C: -3.82 0.60 -0.30
N: -2.97 0.28 -1.25
C: -3.10 0.82 -2.49
C: -2.05 0.48 -3.39
O: -1.13 -0.32 -2.98
H: -3.14 2.39 -5.99
H: -5.87 2.71 -1.99
H: -5.59 1.69 0.25
H: -3.65 0.16 0.67
O: 1.98 -2.51 -1.37
C: 1.92 -1.39 -0.87
O: 1.11 -0.44 -1.19
C: 2.93 -1.05 0.22
C: 4.07 -1.84 0.35
C: 5.00 -1.57 1.34
C: 4.75 -0.52 2.21
C: 3.62 0.27 2.10
C: 2.71 0.01 1.09
N: 5.73 -0.23 3.27
O: 5.50 0.70 4.02
O: 6.71 -0.95 3.35
H: 4.22 -2.66 -0.34
H: 5.89 -2.17 1.46
H: 3.47 1.09 2.79
H: 1.84 0.63 0.97
F: 0.41 4.69 1.03
C: -0.05 4.28 -0.16
F: 0.96 4.28 -1.02
F: -0.96 5.17 -0.58
S: -0.82 2.62 -0.03
O: -2.02 2.85 0.73
O: 0.20 1.82 0.61
O: -1.03 2.22 -1.44

natural (NBO) population analysis, charges in e, atoms 1 to 4:
1. Rh 1.387
2. C -0.719
3. C 0.640
4. O -0.535

No. 5
Molecular formula: C25H16AlCl2IN6O2
Method: DFT, ωB97M-V with the def2-TZVPD basis set

Summary:
2S+1: 1
ΔE to the lowest compared entry with this formula, charge and spin: 75.49 kJ/mol

Element x y z (Å)
Al: 0.60 0.20 -0.08
Cl: 0.95 -1.77 6.33
C: 0.83 -1.78 4.61
C: 0.75 -0.58 3.93
C: 0.65 -0.56 2.54
N: 0.46 0.60 1.78
C: 0.66 1.82 2.36
O: 1.33 2.05 3.35
C: -0.06 2.99 1.74
C: 0.61 4.17 1.43
C: -0.13 5.25 1.00
C: -1.51 5.15 0.94
C: -2.08 3.94 1.31
N: -1.39 2.88 1.68
C: 0.67 -1.78 1.83
C: 0.75 -2.97 2.53
C: 0.83 -2.98 3.91
Cl: 0.97 -4.48 4.74
N: 0.67 -1.66 0.43
C: 0.76 -2.76 -0.35
O: 0.55 -3.92 -0.05
C: 1.32 -2.49 -1.73
C: 2.29 -3.38 -2.18
C: 2.93 -3.17 -3.39
C: 2.57 -2.04 -4.12
C: 1.57 -1.22 -3.65
N: 0.94 -1.45 -2.49
H: 0.77 0.33 4.49
H: 1.68 4.21 1.53
H: 0.36 6.17 0.71
H: -2.13 5.97 0.61
H: -3.16 3.81 1.30
H: 0.77 -3.91 2.00
H: 2.53 -4.22 -1.56
H: 3.67 -3.85 -3.75
H: 3.05 -1.81 -5.06
H: 1.25 -0.36 -4.22
N: -4.78 4.05 -3.19
C: -3.97 3.56 -2.55
C: -2.95 2.91 -1.81
C: -3.21 1.80 -1.01
C: -2.15 1.14 -0.42
N: -0.88 1.52 -0.61
C: -0.63 2.61 -1.33
C: -1.62 3.34 -1.94
H: -4.22 1.45 -0.87
H: -2.29 0.29 0.22
H: 0.41 2.90 -1.42
H: -1.38 4.22 -2.52
I: 2.81 1.19 -0.88
C: -0.07 -0.59 -2.03
H: -0.97 -1.16 -1.77
H: -0.32 0.11 -2.84

natural (NBO) population analysis, charges in e, atoms 1 to 4:
1. Al 1.642
2. Cl 0.021
3. C -0.054
4. C -0.270

No. 6
Molecular formula: C25H16BrCl4N7O3S2TeTi
Method: DFT, ωB97M-V with the def2-TZVPD basis set

Summary:
Charge: -1
Expectation value of S²: 0.756
2S+1: 2
ΔE to the lowest compared entry with this formula, charge and spin: 88.33 kJ/mol

Element x y z (Å)
Ti: 0.54 0.17 -0.35
S: -2.38 -1.45 -7.21
N: -1.04 -1.92 -6.42
C: -1.06 -1.39 -5.20
C: -0.07 -1.52 -4.21
C: 1.11 -2.33 -4.37
C: 2.00 -2.41 -3.38
C: 1.84 -1.63 -2.11
N: 0.76 -0.66 -2.11
C: -0.20 -0.78 -3.02
C: -1.46 -0.11 -2.73
N: -1.61 0.33 -1.48
C: -2.76 0.87 -1.13
C: -3.83 1.00 -2.01
C: -3.70 0.55 -3.30
C: -2.49 -0.03 -3.69
C: -2.25 -0.61 -4.97
N: -3.05 -0.57 -6.01
H: 1.22 -2.87 -5.30
H: 2.90 -2.99 -3.47
H: 2.79 -1.10 -1.88
H: -2.85 1.20 -0.10
H: -4.76 1.41 -1.65
H: -4.52 0.59 -4.01
Cl: -2.32 5.76 1.79
C: -1.74 4.15 1.64
C: -2.04 3.22 2.63
Cl: -2.98 3.68 3.99
C: -1.58 1.90 2.52
Cl: -1.97 0.73 3.72
C: -0.82 1.52 1.42
O: -0.37 0.31 1.21
C: -0.50 2.48 0.41
O: 0.21 2.02 -0.58
C: -0.97 3.78 0.54
Cl: -0.58 4.95 -0.67
O: 4.28 -4.56 0.68
C: 3.31 -3.62 0.47
C: 2.55 -3.58 -0.63
C: 1.52 -2.51 -0.84
N: 1.34 -1.57 0.27
C: 2.12 -1.75 1.34
Br: 1.79 -0.58 2.82
C: 3.08 -2.69 1.53
H: 4.38 -5.09 -0.12
H: 2.66 -4.30 -1.43
H: 0.52 -2.98 -1.06
H: 3.65 -2.75 2.44
C: -0.02 -3.73 2.41
N: -0.93 -2.73 1.92
C: -1.82 -2.93 0.93
N: -1.88 -4.17 0.36
S: -2.92 -1.77 0.51
H: 0.46 -3.35 3.31
H: 0.75 -3.98 1.68
H: -0.57 -4.64 2.67
H: -0.84 -1.77 2.24
H: -1.07 -4.76 0.37
H: -2.49 -4.22 -0.44
Te: 3.04 1.04 -0.14

natural (NBO) population analysis, charges in e, atoms 1 to 4:
1. Ti 1.516
2. S 0.838
3. N -0.674
4. C 0.222

no.,electronic energy (eV)
1,-87150.57214
2,-124523.28978
3,-409148.26353
4,-211705.37318
5,-78967.16896
6,-214974.73272